[1]
A structure of composition C27H58N3O7PdS6. Source: the OMol25 dataset; level of theory: ωB97M-V with the def2-TZVPD basis set.

Geometry as ORCA input:
```
! RIJCOSX wB97M-V def2-TZVPD def2/J DEFGRID3
* xyz 1 3
Pd -0.026 3.165 -1.639
C -0.983 0.183 1.015
C 0.389 0.541 0.504
C 1.233 -0.770 0.494
O 0.500 1.182 -0.729
H -1.044 -0.131 2.057
H -1.378 -0.622 0.395
H -1.691 1.009 0.950
H 0.968 1.139 1.208
H 2.306 -0.578 0.515
H 1.001 -1.384 -0.375
H 1.032 -1.361 1.387
C -4.470 2.717 -3.527
S -3.347 1.611 -2.562
O -1.990 2.246 -2.409
C -4.191 1.736 -0.958
H -4.283 2.603 -4.595
H -4.459 3.735 -3.139
H -5.503 2.417 -3.351
H -5.160 1.248 -0.857
H -4.270 2.822 -0.901
H -3.586 1.447 -0.098
C -7.133 -0.596 1.572
S -6.053 0.574 2.594
O -6.082 2.003 1.965
C -4.354 -0.142 2.286
H -7.166 -1.537 2.120
H -6.684 -0.659 0.580
H -8.164 -0.287 1.400
H -3.561 0.343 2.854
H -4.073 -0.196 1.234
H -4.471 -1.158 2.664
C 3.598 1.217 -1.858
S 3.219 2.640 -2.989
O 1.961 3.255 -2.389
C 4.580 3.678 -2.327
H 4.636 0.905 -1.969
H 2.911 0.393 -2.048
H 3.442 1.368 -0.790
H 5.531 3.200 -2.564
H 4.353 3.835 -1.272
H 4.476 4.679 -2.745
C -2.813 -2.085 -2.818
S -3.464 -2.421 -1.095
O -4.797 -3.078 -1.142
C -2.124 -3.634 -0.735
H -3.405 -1.309 -3.303
H -2.858 -3.051 -3.320
H -1.804 -1.672 -2.839
H -1.122 -3.252 -0.930
H -2.283 -4.581 -1.251
H -2.252 -3.879 0.319
C 3.001 3.432 1.621
S 2.299 4.613 0.396
O 0.889 4.148 0.049
C 2.195 6.067 1.524
H 2.424 3.310 2.537
H 3.978 3.727 2.004
H 2.933 2.410 1.250
H 2.275 7.057 1.076
H 2.980 5.962 2.272
H 1.251 6.062 2.070
C 5.838 -2.611 -0.009
S 4.189 -2.342 -0.804
O 4.354 -3.069 -2.113
C 3.241 -3.358 0.397
H 5.817 -2.370 1.054
H 6.570 -1.944 -0.464
H 5.956 -3.688 -0.127
H 3.935 -4.190 0.512
H 2.323 -3.732 -0.056
H 3.093 -2.793 1.317
N 1.176 -4.907 2.534
C 1.647 -6.151 2.349
C 1.032 -6.698 1.198
C 0.140 -5.715 0.711
C 0.258 -4.613 1.544
H 1.512 -4.359 3.313
H 2.429 -6.594 2.948
H 1.251 -7.673 0.788
H -0.483 -5.752 -0.170
H -0.196 -3.640 1.423
N -0.349 3.695 4.443
C 0.009 3.238 5.639
C 0.290 1.880 5.593
C 0.087 1.461 4.246
C -0.410 2.567 3.623
H -0.516 4.665 4.216
H 0.199 3.930 6.445
H 0.650 1.172 6.325
H 0.204 0.474 3.822
H -0.555 2.648 2.556
N 0.561 -0.267 -3.227
C -0.183 0.163 -4.232
C 0.241 -0.497 -5.326
C 1.327 -1.208 -5.000
C 1.566 -1.071 -3.652
H 0.460 0.021 -2.264
H -0.958 0.906 -4.115
H -0.217 -0.556 -6.302
H 1.940 -1.860 -5.605
H 2.258 -1.452 -2.916
*
```

The calculation puts the relative energy (zero: lowest compared OMol25 entry of this formula, charge and spin) at 273.7 kJ/mol. For the HOMO-LUMO gap (spin up / spin down), the calculation gives 0.2778 / 0.2016 Ha.

***

[2]
The molecule C22H24N4O3S. Source: the OMol25 dataset; level of theory: ωB97M-V with the def2-TZVPD basis set.

Geometry as ORCA input:
```
! RIJCOSX wB97M-V def2-TZVPD def2/J DEFGRID3
* xyz 0 1
C -3.657 -2.082 -0.811
C -4.318 -1.063 0.109
C -5.204 -0.061 -0.634
C -4.443 0.998 -1.440
O -3.820 1.949 -0.595
C -2.574 1.736 -0.102
C -1.584 0.965 -0.705
C -0.349 0.826 -0.104
C -0.079 1.448 1.106
N 1.173 1.246 1.743
C 2.081 2.382 1.821
C 2.893 2.409 0.514
O 2.606 3.128 -0.418
N 3.907 1.522 0.521
C 4.528 1.069 -0.712
C 3.836 -0.197 -1.150
C 4.264 -1.433 -0.683
C 3.561 -2.583 -0.998
C 2.417 -2.507 -1.776
C 1.984 -1.277 -2.244
C 2.689 -0.127 -1.931
C 1.634 0.015 2.037
O 2.785 -0.203 2.401
C 0.658 -1.093 1.904
C 0.995 -2.369 1.508
S -0.422 -3.307 1.479
N -1.330 -2.012 1.999
N -0.659 -0.971 2.167
C -1.041 2.265 1.686
C -2.272 2.408 1.086
H -4.408 -2.636 -1.371
H -3.077 -2.787 -0.220
H -2.985 -1.604 -1.519
H -3.552 -0.535 0.681
H -4.941 -1.601 0.827
H -5.863 -0.598 -1.320
H -5.828 0.467 0.090
H -3.734 0.533 -2.128
H -5.157 1.581 -2.030
H -1.757 0.470 -1.647
H 0.414 0.222 -0.575
H 1.495 3.296 1.906
H 2.735 2.256 2.686
H 3.949 0.872 1.301
H 4.403 1.863 -1.452
H 5.591 0.896 -0.529
H 5.150 -1.495 -0.068
H 3.907 -3.541 -0.637
H 1.864 -3.403 -2.018
H 1.095 -1.215 -2.854
H 2.349 0.834 -2.287
H 1.958 -2.745 1.236
H -0.832 2.763 2.620
H -3.036 3.026 1.530
*
```

The calculation puts the relative energy (zero: lowest compared OMol25 entry of this formula, charge and spin) at 196.5 kJ/mol. For the HOMO-LUMO gap, the calculation gives 0.3082 Ha. The SMILES is CCCCOc1ccc(N(CC(=O)NCc2ccccc2)C(=O)c2csnn2)cc1.